A structure of composition C35H34F7N3OP2S2Y. Source: OMol25; level of theory: the ωB97M-V functional and the def2-TZVPD basis.

Geometry as XYZ:
```
85
C35H34F7N3OP2S2Y the ωB97M-V functional and the def2-TZVPD basis
Y -0.792 -0.890 -0.211
C 0.994 3.613 0.332
N 0.561 2.590 1.283
C -0.836 2.801 1.732
C -1.929 1.774 1.479
N -2.100 1.284 0.082
C -3.485 0.751 -0.063
C -1.903 2.350 -0.899
C -2.709 3.484 -0.834
C -2.557 4.517 -1.741
C -1.597 4.394 -2.740
C -0.794 3.274 -2.805
C -0.910 2.233 -1.871
S 0.229 0.896 -1.934
C 1.482 2.292 2.275
C 2.525 3.168 2.608
C 3.383 2.894 3.655
C 3.256 1.733 4.422
C 2.271 0.839 4.099
C 1.405 1.060 2.994
S 0.466 -0.273 2.546
H 1.003 4.612 0.787
H 0.308 3.626 -0.508
H 1.990 3.373 -0.038
H -1.146 3.737 1.266
H -0.839 2.978 2.811
H -2.851 2.280 1.798
H -1.819 0.906 2.125
H -4.230 1.541 0.056
H -3.668 -0.015 0.686
H -3.593 0.306 -1.050
H -3.461 3.564 -0.058
H -3.184 5.396 -1.677
H -1.470 5.183 -3.472
H -0.036 3.190 -3.573
H 2.642 4.099 2.074
H 4.154 3.615 3.899
H 3.926 1.539 5.248
H 2.152 -0.084 4.649
O -0.226 -3.460 -1.852
N -0.034 -2.277 -2.541
C 1.162 -2.082 -2.920
C 2.346 -2.931 -2.672
C 3.032 -3.470 -3.757
C 4.180 -4.216 -3.553
C 4.660 -4.408 -2.265
C 3.989 -3.857 -1.188
C 2.824 -3.114 -1.374
P 1.970 -2.379 0.080
C 1.774 -3.829 1.165
C 1.517 -5.081 0.613
C 1.219 -6.159 1.432
C 1.168 -5.996 2.809
C 1.415 -4.749 3.364
C 1.711 -3.670 2.548
C 3.319 -1.388 0.819
C 4.256 -1.890 1.717
C 5.278 -1.079 2.190
C 5.377 0.238 1.760
C 4.447 0.742 0.861
C 3.418 -0.065 0.402
H -1.180 -3.416 -1.652
H 1.291 -1.148 -3.459
H 2.658 -3.307 -4.760
H 4.701 -4.642 -4.401
H 5.562 -4.983 -2.100
H 4.369 -4.007 -0.185
H 1.531 -5.213 -0.461
H 1.013 -7.125 0.991
H 0.920 -6.835 3.446
H 1.352 -4.605 4.435
H 1.866 -2.696 2.994
H 4.184 -2.915 2.060
H 5.999 -1.478 2.891
H 6.174 0.872 2.126
H 4.513 1.770 0.526
H 2.686 0.347 -0.288
F -2.312 -1.779 -1.191
F -1.050 -3.101 0.925
P -2.275 -2.999 2.078
F -2.188 -4.548 2.364
F -2.222 -1.322 1.672
F -3.414 -2.694 3.135
F -1.145 -2.685 3.168
F -3.341 -3.198 0.925
```

The calculation puts the energy at -3810.46321 Ha. The calculation puts the frontier orbital gap (spin up / spin down) at 8.058 / 5.160 eV. As for the energy relative to the best compared isomer or geometry (same formula, charge and spin): 16.8 kcal/mol. As for the expectation value of S²: 0.7729. As for the multiplicity: 2.

The molecule C5H11NO at a distorted geometry. Source: OMol25; level of theory: the ωB97M-V functional and the def2-TZVPD basis.

Geometry as XYZ:
```
18
C5H11NO the ωB97M-V functional and the def2-TZVPD basis
N -0.569 1.251 2.246
C -1.181 0.562 1.160
C -0.375 0.785 -0.137
C 0.951 -0.011 -0.082
C 0.903 -1.321 -0.861
C 0.438 -1.253 -2.288
O 0.226 -2.217 -2.967
H -0.924 1.054 3.162
H -0.128 2.132 2.059
H -1.166 -0.529 1.251
H -2.193 0.916 0.902
H -1.022 0.456 -0.948
H -0.131 1.829 -0.296
H 1.772 0.622 -0.444
H 1.149 -0.184 0.970
H 0.183 -1.967 -0.337
H 1.825 -1.904 -0.739
H 0.241 -0.219 -2.651
```

The calculation puts the energy at -327.07544 Ha. The calculation puts the frontier orbital gap at 10.098 eV. As for the energy relative to the best compared isomer or geometry (same formula, charge and spin): 35.1 kcal/mol.

A structure of composition C53H43BrFN3O2Pt at a distorted geometry. Source: OMol25; level of theory: the ωB97M-V functional and the def2-TZVPD basis.

Geometry as XYZ:
```
104
C53H43BrFN3O2Pt the ωB97M-V functional and the def2-TZVPD basis
Pt 0.085 0.714 0.606
O 0.041 -1.934 -0.105
C -0.684 -2.784 0.663
C -1.324 -2.011 1.895
C -2.305 -1.000 1.419
C -3.668 -1.301 1.404
C -4.568 -0.438 0.827
C -4.095 0.738 0.261
C -2.747 1.018 0.327
C -2.176 2.262 -0.286
C -1.471 1.988 -1.658
O -0.671 0.806 -1.466
C -2.581 1.821 -2.696
C -2.813 0.614 -3.329
C -3.838 0.477 -4.258
C -4.652 1.555 -4.560
C -4.437 2.770 -3.921
C -3.413 2.900 -2.999
C -0.586 3.186 -2.014
C -0.720 4.437 -1.417
C 0.144 5.478 -1.741
C 1.149 5.290 -2.677
C 1.271 4.054 -3.299
C 0.410 3.024 -2.964
N -1.867 0.173 0.920
C -1.869 -3.404 -0.117
C -2.434 -2.679 -1.163
C -3.549 -3.147 -1.844
C -4.122 -4.362 -1.491
C -3.573 -5.091 -0.446
C -2.460 -4.614 0.236
C 0.243 -3.902 1.175
C 0.665 -4.040 2.490
C 1.602 -5.008 2.843
C 2.128 -5.856 1.885
C 1.711 -5.729 0.563
C 0.784 -4.762 0.217
H -1.826 -2.708 2.570
H -0.513 -1.514 2.431
H -3.987 -2.249 1.816
H -5.622 -0.681 0.795
H -4.758 1.436 -0.231
H -2.974 2.990 -0.431
H -1.437 2.673 0.406
H -2.211 -0.229 -3.056
H -4.001 -0.480 -4.738
H -5.453 1.452 -5.281
H -5.068 3.620 -4.146
H -3.246 3.861 -2.526
H -1.487 4.613 -0.675
H 0.026 6.440 -1.258
H 1.818 6.102 -2.933
H 2.036 3.897 -4.050
H 0.488 2.072 -3.451
H -2.004 -1.712 -1.398
H -3.983 -2.553 -2.641
H -4.989 -4.736 -2.021
H -4.011 -6.040 -0.160
H -2.039 -5.196 1.048
H 0.278 -3.389 3.265
H 1.918 -5.094 3.876
H 2.854 -6.610 2.160
H 2.115 -6.386 -0.198
H 0.472 -4.650 -0.815
N 3.706 2.593 -0.285
C 2.381 2.563 -0.021
N 1.940 1.337 0.095
C 3.035 0.494 -0.102
C 3.088 -0.899 -0.122
C 4.326 -1.454 -0.372
C 5.465 -0.660 -0.598
C 5.407 0.719 -0.595
C 4.158 1.282 -0.346
H 4.243 3.426 -0.444
H 1.773 3.448 0.066
H 2.181 -1.489 0.032
H 4.424 -2.532 -0.397
H 6.415 -1.145 -0.784
H 6.285 1.325 -0.776
Br 2.585 0.677 6.818
C 1.849 0.678 5.065
C 1.087 1.752 4.644
C 0.556 1.743 3.358
C 0.761 0.675 2.477
C 1.544 -0.386 2.945
C 2.083 -0.396 4.224
H 0.908 2.586 5.310
H -0.042 2.593 3.046
H 1.727 -1.238 2.303
H 2.681 -1.234 4.561
F -0.084 -1.277 -7.751
C 0.025 -1.023 -6.437
C 0.919 -0.054 -6.024
C 1.024 0.203 -4.669
C 0.239 -0.482 -3.739
C 0.368 -0.272 -2.292
C -0.618 -1.486 -4.204
C -0.741 -1.759 -5.553
H 1.518 0.466 -6.758
H 1.745 0.931 -4.322
H 1.241 0.252 -1.951
H 0.014 -1.050 -1.609
H -1.182 -2.066 -3.482
H -1.400 -2.529 -5.927
```

The calculation puts the energy at -5153.39561 Ha. The calculation puts the frontier orbital gap at 7.130 eV. As for the energy relative to the best compared isomer or geometry (same formula, charge and spin): 0.0 kcal/mol.

A cluster of 2 separate species, C4H12 in total. Source: OMol25; level of theory: the ωB97M-V functional and the def2-TZVPD basis.

Geometry as XYZ:
```
16
C4H12 the ωB97M-V functional and the def2-TZVPD basis
C 0.520 -1.096 -1.999
C 1.381 -0.106 -2.796
H 0.538 -2.082 -2.453
H 0.881 -1.238 -0.978
H -0.518 -0.788 -1.982
H 2.149 0.383 -2.196
H 0.776 0.680 -3.245
H 1.933 -0.589 -3.603
C -0.303 0.908 2.640
C -1.604 0.290 2.155
H 0.493 0.162 2.673
H 0.028 1.727 2.005
H -0.392 1.295 3.651
H -2.460 0.922 2.393
H -1.790 -0.658 2.664
H -1.634 0.191 1.072
```

The calculation puts the energy at -159.57876 Ha. The calculation puts the frontier orbital gap at 12.858 eV. As for the energy relative to the best compared isomer or geometry (same formula, charge and spin): 3.9 kcal/mol.

A structure of composition C7H10O at a distorted geometry. Source: OMol25; level of theory: the ωB97M-V functional and the def2-TZVPD basis.

Geometry as XYZ:
```
18
C7H10O the ωB97M-V functional and the def2-TZVPD basis
C 0.821 -0.311 -0.111
C -0.228 -1.416 0.024
C 1.933 -0.292 -1.099
C -0.192 0.723 0.131
C -1.227 -0.316 0.373
C -0.274 1.978 -0.376
C -2.500 -0.305 0.723
O 1.337 0.355 1.465
H 0.781 0.139 2.225
H -0.437 -1.965 -0.897
H -0.015 -2.134 0.818
H 1.562 -0.499 -2.105
H 2.656 -1.065 -0.826
H 2.444 0.666 -1.093
H -1.199 2.533 -0.352
H 0.620 2.509 -0.663
H -3.007 0.619 0.958
H -3.073 -1.218 0.803
```

The calculation puts the energy at -347.81404 Ha. The calculation puts the frontier orbital gap at 8.702 eV. As for the energy relative to the best compared isomer or geometry (same formula, charge and spin): 93.6 kcal/mol.

A cluster of 2 separate species, C5H15O3PS in total. Source: OMol25; level of theory: the ωB97M-V functional and the def2-TZVPD basis.

Geometry as XYZ:
```
25
C5H15O3PS the ωB97M-V functional and the def2-TZVPD basis
C -1.672 0.939 -0.810
O -2.094 -0.418 -1.013
C -1.544 -1.307 -0.100
C -0.247 -1.945 -0.618
C 0.904 -0.992 -0.951
C 1.247 0.054 0.098
S 1.350 -0.688 1.766
P 2.150 1.045 2.832
O 3.548 1.173 2.426
H -2.361 1.623 -1.301
H -0.727 1.172 -1.305
H -1.630 1.131 0.280
H -2.249 -2.121 0.105
H -1.397 -0.777 0.862
H -0.500 -2.442 -1.556
H 0.070 -2.737 0.076
H 1.799 -1.571 -1.188
H 0.651 -0.412 -1.842
H 0.519 0.864 0.132
H 2.244 0.479 -0.037
H 0.054 -0.674 2.144
H 1.228 2.031 2.455
H 1.821 0.651 4.136
O -1.347 2.692 -2.944
H -1.816 2.229 -3.647
```

The calculation puts the energy at -1164.52997 Ha. The calculation puts the frontier orbital gap at 3.269 eV.